Record 1
{"formula": "C2H7N3", "method": "wB97M-V/def2-TZVPD", "gap_ev": 10.00, "homo_ev": -8.82, "de_lowest_kj_mol": 242.0, "elements": ["C", "N", "N", "N", "C", "H", "H", "H", "H", "H", "H", "H"], "positions_angstrom": [[0.984, 1.815, 0.500], [0.216, 0.583, 0.361], [-0.598, 0.594, -0.587], [-1.189, -0.592, -0.724], [-0.409, -1.816, 0.011], [0.332, 2.694, 0.489], [1.511, 1.796, 1.457], [1.724, 1.906, -0.302], [-1.715, -0.670, -1.590], [-0.277, -1.694, 1.085], [-1.096, -2.642, -0.161], [0.517, -1.974, -0.539]]}



Record 2
{"formula": "C2H7N3O", "method": "wB97M-V/def2-TZVPD", "gap_ev": [8.25, 7.04], "homo_ev": [-7.54, -6.85], "de_lowest_kj_mol": 524.6, "elements": ["C", "C", "N", "N", "N", "O", "H", "H", "H", "H", "H", "H", "H"], "positions_angstrom": [[1.376, -0.398, -0.091], [-0.963, 0.898, -0.401], [2.427, 0.365, 0.291], [-1.879, -0.917, 0.592], [-1.770, -0.151, -0.595], [1.503, -1.596, -0.152], [-0.662, 1.703, -0.988], [-0.926, 1.386, 0.536], [2.429, 1.257, -0.128], [3.349, -0.116, 0.216], [-2.126, -0.354, 1.383], [-1.161, -1.562, 0.841], [-1.597, -0.516, -1.503]]}



Record 3
{"formula": "C2H7N3O2", "method": "wB97M-V/def2-TZVPD", "gap_ev": 8.95, "homo_ev": -8.39, "de_lowest_kj_mol": 460.8, "elements": ["C", "N", "N", "C", "N", "O", "H", "H", "H", "H", "H", "O", "H", "H"], "positions_angstrom": [[2.076, -1.085, -1.046], [1.797, 0.129, -1.204], [0.590, 0.625, -0.788], [-0.421, 0.013, -0.052], [-0.512, -1.238, 0.254], [-1.784, -1.412, 0.809], [3.072, -1.386, -1.286], [1.394, -1.843, -0.609], [0.384, 1.569, -1.207], [-1.170, 0.667, 0.296], [-1.803, -2.382, 1.043], [-1.188, 2.415, 1.386], [-0.572, 2.935, 0.825], [-0.591, 2.236, 2.141]]}



Record 4
{"formula": "C2H7N3O2", "method": "wB97M-V/def2-TZVPD", "gap_ev": 9.65, "homo_ev": -8.92, "de_lowest_kj_mol": 825.7, "elements": ["C", "C", "H", "H", "H", "H", "H", "H", "H", "N", "N", "N", "O", "O"], "positions_angstrom": [[-0.440, 1.109, 1.470], [0.343, -0.951, -0.008], [0.329, 1.187, 2.252], [-0.877, 0.123, 1.568], [-1.075, 1.841, 1.679], [1.820, 0.220, 0.719], [-0.216, -2.715, 0.185], [-1.496, -1.207, -0.755], [-0.035, 1.161, -1.274], [1.142, 0.332, -0.011], [0.822, -2.171, 0.276], [-0.921, -0.466, -0.465], [0.268, 1.503, 0.224], [-0.914, 0.320, -1.691]]}



Record 5
{"formula": "C2H7N3O2", "method": "wB97M-V/def2-TZVPD", "gap_ev": 10.41, "homo_ev": -9.76, "de_lowest_kj_mol": 421.7, "elements": ["H", "N", "C", "C", "N", "H", "H", "H", "H", "H", "O", "N", "O", "H"], "positions_angstrom": [[-0.242, -0.447, -1.817], [0.391, -0.225, -1.050], [-0.143, -0.663, 0.006], [-1.548, -1.215, -0.077], [0.491, -0.602, 1.235], [-1.651, -2.336, 0.133], [-1.897, -0.905, -1.032], [-2.015, -0.629, 0.638], [1.414, -0.090, 1.274], [-0.022, -0.968, 1.954], [0.539, 2.955, -0.367], [1.336, 2.025, -0.324], [2.340, 1.904, 0.360], [1.007, 1.195, -0.933]]}



Record 6
{"formula": "C2H7N3O2", "method": "wB97M-V/def2-TZVPD", "gap_ev": 7.55, "homo_ev": -8.33, "de_lowest_kj_mol": 510.2, "elements": ["C", "N", "N", "O", "H", "H", "H", "H", "N", "C", "O", "H", "H", "H"], "positions_angstrom": [[0.730, -0.195, 1.977], [-0.011, -0.834, 0.904], [-1.268, 0.126, 0.442], [-2.249, -0.501, 0.244], [1.464, -0.886, 2.403], [0.082, 0.164, 2.786], [1.267, 0.661, 1.564], [-0.448, -1.704, 1.202], [-0.445, 0.622, -2.423], [0.523, 0.476, -1.482], [1.558, 1.118, -1.487], [-0.361, 1.358, -3.112], [-1.225, -0.011, -2.490], [0.383, -0.393, -0.529]]}



Record 7
{"formula": "C2H7N3O2S", "method": "wB97M-V/def2-TZVPD", "gap_ev": 9.35, "homo_ev": -8.84, "de_lowest_kj_mol": 379.1, "elements": ["C", "O", "N", "C", "N", "O", "N", "S", "H", "H", "H", "H", "H", "H", "H"], "positions_angstrom": [[-2.382, -1.359, 0.166], [-1.656, -0.086, -0.007], [-0.328, -0.512, -0.206], [0.593, 0.407, -0.003], [0.123, 1.618, 0.682], [0.919, 2.693, -0.024], [1.986, 0.120, -0.133], [2.856, -1.188, 0.286], [-2.223, -2.363, -0.552], [-3.405, -1.005, -0.024], [-2.248, -1.764, 1.252], [-0.835, 1.865, 0.570], [0.825, 2.402, -0.929], [2.624, 1.049, -0.252], [3.152, -1.878, -0.826]]}



Record 8
{"formula": "C2H7N3O3S", "method": "wB97M-V/def2-TZVPD", "gap_ev": 9.50, "homo_ev": -9.30, "de_lowest_kj_mol": 175.7, "elements": ["C", "N", "C", "N", "O", "H", "H", "H", "H", "H", "H", "N", "S", "O", "O", "H"], "positions_angstrom": [[-0.072, -1.355, 0.719], [-0.509, -0.095, 0.305], [0.234, 0.942, 0.213], [1.590, 1.057, 0.377], [-0.129, 2.125, -0.257], [1.061, -1.676, 0.618], [-0.258, -1.566, 1.844], [-0.462, -2.215, 0.212], [2.040, 0.245, 0.521], [2.057, 1.849, 0.204], [-1.174, 2.231, -0.149], [-3.274, 1.519, -0.303], [-3.308, -0.002, -0.017], [-3.400, -1.004, -1.039], [-3.300, -0.417, 1.345], [-3.555, 1.633, -1.269]]}



Record 9
{"formula": "C2H7N3OP", "method": "wB97M-V/def2-TZVPD", "gap_ev": 8.48, "homo_ev": -14.23, "de_lowest_kj_mol": 196.8, "total_charge": 1, "elements": ["H", "P", "N", "N", "C", "C", "N", "O", "H", "H", "H", "H", "H", "H"], "positions_angstrom": [[-2.923, -1.123, -0.635], [-3.355, 0.126, -0.060], [-1.851, 0.604, 0.019], [-0.605, 0.100, -0.207], [0.540, 0.986, -0.131], [-0.388, -1.386, 0.019], [0.939, -1.810, 0.064], [-1.425, -1.976, 0.189], [-1.776, 1.460, 0.422], [0.190, 2.080, -0.473], [0.787, 1.025, 0.881], [1.382, 0.793, -0.894], [1.697, -1.268, -0.199], [1.203, -2.708, 0.316]]}



Record 10
{"formula": "C2H7N3S", "method": "wB97M-V/def2-TZVPD", "gap_ev": 9.51, "homo_ev": -8.87, "de_lowest_kj_mol": 173.1, "elements": ["H", "N", "C", "N", "N", "C", "S", "H", "H", "H", "H", "H", "H"], "positions_angstrom": [[1.591, 0.047, 2.257], [0.755, 0.724, 2.104], [0.084, 0.529, 0.913], [-0.952, 1.370, 0.696], [0.409, -0.254, -0.260], [1.160, -1.587, -0.133], [-0.700, -0.230, -1.536], [-0.915, 1.911, -0.277], [-0.821, 1.983, 1.476], [0.434, -2.243, 0.542], [2.183, -1.433, 0.177], [1.305, -2.122, -1.157], [-1.525, -0.999, -0.906]]}



Record 11
{"formula": "C2H7N3S", "method": "wB97M-V/def2-TZVPD", "gap_ev": 9.12, "homo_ev": -8.35, "de_lowest_kj_mol": 269.8, "elements": ["H", "N", "C", "N", "N", "S", "C", "H", "H", "H", "H", "H", "H"], "positions_angstrom": [[-0.797, -2.349, -0.513], [-0.390, -2.035, 0.387], [0.061, -0.794, 0.286], [0.918, -0.263, 1.104], [2.164, 0.285, 0.533], [-0.351, -0.196, -1.353], [-1.618, 0.887, -0.880], [0.998, -0.759, 2.100], [2.088, 0.694, -0.436], [2.585, 1.081, 0.985], [-2.332, 0.409, -0.186], [-2.147, 1.405, -1.723], [-1.179, 1.636, -0.304]]}



Record 12
{"formula": "C2H7N3S2", "method": "wB97M-V/def2-TZVPD", "gap_ev": 8.37, "homo_ev": -17.35, "de_lowest_kj_mol": 86.1, "total_charge": 2, "elements": ["N", "C", "N", "S", "S", "C", "N", "H", "H", "H", "H", "H", "H", "H"], "positions_angstrom": [[-1.181, 1.346, 0.067], [-0.553, 0.259, 0.516], [-0.693, -0.265, 1.751], [0.116, -1.828, 2.004], [0.230, -2.263, -0.025], [0.098, -0.638, -0.588], [1.456, -0.060, -0.998], [-1.223, 1.827, -0.900], [-1.692, 1.850, 0.779], [-1.109, 0.254, 2.477], [-0.605, -0.673, -1.456], [2.297, -0.261, -0.345], [1.341, 0.998, -1.378], [1.517, -0.547, -1.906]]}



Record 13
{"formula": "C2H7N4", "method": "wB97M-V/def2-TZVPD", "gap_ev": 10.38, "homo_ev": -13.92, "de_lowest_kj_mol": 321.0, "total_charge": 1, "elements": ["C", "N", "C", "N", "N", "N", "H", "H", "H", "H", "H", "H", "H"], "positions_angstrom": [[1.693, 1.275, 0.111], [1.006, 0.481, -0.537], [0.081, -0.587, -0.199], [0.556, -1.811, -0.173], [-1.229, -0.323, -0.110], [-1.884, 0.892, 0.009], [2.325, 2.134, -0.336], [1.628, 1.194, 1.164], [1.401, -2.121, -0.693], [-0.155, -2.565, 0.160], [-1.787, -1.064, -0.316], [-1.066, 1.588, 0.253], [-2.568, 0.907, 0.666]]}



Record 14
{"formula": "C2H7N4", "method": "wB97M-V/def2-TZVPD", "gap_ev": 9.41, "homo_ev": -14.32, "de_lowest_kj_mol": 372.0, "total_charge": 1, "elements": ["H", "N", "C", "C", "N", "N", "N", "H", "H", "H", "H", "H", "H"], "positions_angstrom": [[-1.866, -1.988, -0.381], [-1.272, -1.254, -0.059], [-1.700, -0.124, 0.250], [-0.754, 1.048, 0.308], [0.517, 0.672, -0.205], [1.323, 0.025, 0.504], [2.420, -0.490, 0.062], [-2.677, 0.222, 0.222], [-1.284, 1.613, -0.455], [-0.782, 1.606, 1.262], [0.698, 0.599, -1.240], [2.707, -1.284, 0.621], [2.669, -0.646, -0.888]]}



Record 15
{"formula": "C2H7N4OS", "method": "wB97M-V/def2-TZVPD", "gap_ev": 9.73, "homo_ev": -13.61, "de_lowest_kj_mol": 49.2, "total_charge": 1, "elements": ["C", "C", "N", "N", "N", "N", "O", "S", "H", "H", "H", "H", "H", "H", "H"], "positions_angstrom": [[-0.854, -1.262, -1.144], [-0.723, -0.908, 0.949], [-0.820, -1.843, 0.041], [-0.629, 0.031, -1.058], [-0.527, 0.997, -1.985], [-0.617, 0.299, 0.341], [-0.643, -1.065, 2.228], [2.533, 1.197, 0.645], [-0.902, -1.757, -2.078], [1.990, 1.782, 1.737], [0.264, 1.604, -1.906], [-1.349, 1.497, -2.014], [-0.324, 1.159, 0.488], [-0.517, -1.967, 2.377], [3.115, 0.236, 1.379]]}



Record 16
{"formula": "C2H7N5", "method": "wB97M-V/def2-TZVPD", "gap_ev": 10.09, "homo_ev": -9.05, "de_lowest_kj_mol": 397.7, "elements": ["N", "N", "C", "C", "N", "N", "N", "H", "H", "H", "H", "H", "H", "H"], "positions_angstrom": [[-1.523, -0.833, -0.796], [-0.515, -0.546, 0.155], [-0.706, 0.798, 0.683], [0.255, 1.628, -0.152], [1.097, 1.013, -0.829], [0.752, -0.637, -0.443], [1.771, -1.046, 0.362], [-1.483, -1.827, -1.002], [-1.351, -0.326, -1.666], [-0.422, 0.854, 1.739], [-1.749, 1.091, 0.570], [0.194, 2.705, -0.146], [1.656, -0.868, 1.357], [2.024, -2.005, 0.167]]}



Record 17
{"formula": "C2H7N5", "method": "wB97M-V/def2-TZVPD", "gap_ev": 8.24, "homo_ev": -7.18, "de_lowest_kj_mol": 463.1, "elements": ["N", "N", "C", "C", "N", "N", "N", "H", "H", "H", "H", "H", "H", "H"], "positions_angstrom": [[2.074, -0.549, -0.521], [1.152, -0.186, 0.568], [0.647, 1.126, 0.390], [-0.614, 1.124, -0.084], [-1.077, -0.153, -0.326], [-2.403, -0.375, -0.015], [-0.015, -0.969, 0.464], [2.941, -0.805, -0.097], [2.098, 0.194, -1.171], [1.426, 1.842, 0.558], [-1.297, 1.869, -0.413], [-2.663, -0.005, 0.911], [-2.541, -1.348, -0.112], [0.272, -1.766, -0.151]]}



Record 18
{"formula": "C2H7N5", "method": "wB97M-V/def2-TZVPD", "gap_ev": 9.29, "homo_ev": -9.42, "de_lowest_kj_mol": 619.4, "elements": ["C", "C", "H", "H", "H", "H", "H", "H", "H", "N", "N", "N", "N", "N"], "positions_angstrom": [[0.755, -0.004, -0.089], [-0.454, 0.504, 0.604], [-0.231, -2.049, -2.491], [-1.411, -2.242, -0.759], [1.300, -1.986, -0.697], [2.727, 0.089, -0.271], [-0.954, 2.147, 1.760], [0.672, 1.718, 1.797], [-1.337, 0.369, -1.030], [-0.891, -1.498, -1.375], [0.400, -1.167, -0.833], [1.890, 0.650, 0.132], [-0.272, 1.098, 1.986], [-1.496, 0.767, -0.110]]}